180
Properties=species:S:1:pos:R:3:forces:R:3:mulliken_charge:R:1 method="wB97M-V/def2-TZVPD" multiplicity=1 smiles=CC1(C)CCCC(C)(C)N1O.CC1(C)CCCC(C)(C)N1O.CC1(C)CCCC(C)(C)N1O.CC1(C)CCCC(C)(C)N1O.CC1(C)CCCC(C)(C)N1O.CC1(C)CCCC(C)(C)N1O relative_energy_kcal_mol=244.7
O -6.35036 -1.01292 0.52877 0.13 -2.33 -0.88 -0.43
O 7.17692 0.10785 0.37268 -0.32 -0.89 -0.32 -0.51
O 2.49795 -4.09654 -2.07636 0.37 1.07 -1.59 -0.38
O -5.48861 9.21837 0.81065 0.89 -0.63 -0.96 -0.39
O -0.87316 -0.21936 1.12807 0.94 -2.92 -0.65 -0.17
O 3.11558 -3.83394 5.69164 -0.94 -1.46 -0.38 -0.53
N -1.01298 1.02884 1.54186 -2.43 4.90 -0.82 0.69
N -6.65729 -2.41800 0.17536 -1.95 1.26 2.96 0.23
N 1.98538 -3.71325 -3.41842 -1.50 -0.99 2.09 -0.13
N -4.89475 8.00148 0.41379 0.79 -3.48 0.78 -0.05
N 3.96664 -3.98963 4.57214 0.55 0.85 -1.48 0.47
N 6.40073 1.14049 -0.18265 -1.73 1.72 1.69 0.30
C -2.84087 9.22231 -0.31932 0.81 -1.42 0.73 -1.84
C 1.61524 -2.22514 -3.52989 2.26 -1.09 -1.48 3.56
C -0.69462 3.83911 2.18715 0.08 -0.61 0.08 -0.85
C -4.89539 5.97310 -1.15763 1.27 -0.05 -0.86 -1.42
C 2.63608 -4.51186 -4.46811 2.88 1.82 -0.34 1.49
C 8.14336 1.82816 -1.52478 -0.50 -1.23 -1.48 -1.72
C 6.33524 0.00270 -2.45669 0.78 0.77 0.73 -1.20
C -8.53582 -2.02810 -1.36885 -0.32 0.15 1.27 -1.64
C -5.72579 8.12545 -1.87601 -0.68 0.05 -1.80 -1.93
C -5.61261 -3.29429 -0.29808 0.11 0.35 3.01 1.81
C -5.26236 -2.95377 -1.69348 1.68 -1.06 -1.55 -1.70
C -3.01400 7.97650 1.96920 0.80 0.62 -0.01 -1.98
C -0.47371 1.44028 2.81910 -0.40 -1.88 0.96 1.21
C 2.33071 -4.32067 2.56296 -1.02 -1.98 0.39 -2.04
C -5.62669 7.25947 -0.64962 0.54 0.07 -0.43 1.84
C -6.02755 -4.72347 0.02582 -1.81 -1.50 0.55 -1.49
C -7.42962 -5.04564 -0.55589 3.12 0.49 -1.43 -0.79
C -1.09276 1.99884 0.37170 0.55 -1.76 -1.06 2.23
C 6.61607 1.33345 -1.60377 1.11 0.26 1.04 1.46
C 5.41844 -5.21927 6.07257 0.04 -0.22 -0.14 -1.94
C -1.08475 2.76427 3.25830 1.35 0.78 -1.59 -1.47
C -8.91836 -1.97717 1.21927 -0.20 -0.46 0.75 -1.77
C 3.39799 -3.53442 3.24268 1.38 2.07 0.21 1.72
C 4.26000 -0.20660 0.17714 -0.61 1.17 -0.26 -0.71
C 4.19455 2.38124 -0.14041 1.76 0.57 -1.80 -1.30
C 5.75418 2.52069 -2.12759 -0.64 -1.07 -0.43 -1.50
C 1.73977 -4.33308 -5.70780 -0.08 0.59 -0.26 -1.24
C 0.70930 -1.78436 -2.39239 -0.43 0.21 0.56 -2.77
C -0.98345 0.46247 3.96769 0.63 -0.94 -0.43 -1.96
C 4.85175 -5.17979 4.64360 0.49 -0.17 -1.16 1.48
C 6.03600 -4.95093 3.58966 -0.41 -0.11 1.66 -1.31
C 5.05791 1.16679 0.39710 -2.98 -0.02 0.65 1.64
C -3.36610 7.98481 0.44302 -1.91 -1.56 2.19 1.71
C -7.05025 6.84293 -0.21715 0.46 0.55 0.81 -1.89
C 4.99465 1.52861 1.92663 2.33 -1.31 -0.35 -1.82
C 4.25188 2.49740 -1.69497 -0.07 -0.56 0.07 0.18
C 4.16029 -3.93121 -4.68391 -0.50 0.07 0.03 -1.66
C 1.07855 1.48368 2.77660 -1.33 -0.30 1.10 -0.78
C -1.37526 3.41384 0.88208 -0.37 1.09 0.28 -1.73
C 2.74201 -2.09252 3.43332 0.66 -0.57 -0.42 -1.91
C 2.91678 -1.37301 -3.71049 -0.09 0.59 0.62 -2.46
C 0.21059 1.87294 -0.60749 -0.90 0.84 1.00 -1.55
C -8.40389 -4.15677 0.06361 -2.23 0.92 0.06 -1.00
C -2.32859 1.63923 -0.54838 0.54 -0.58 1.07 -2.29
C 5.67170 -4.48566 2.20899 -1.31 -0.33 0.35 -0.97
C 0.84624 -2.10262 -4.83617 0.12 0.25 -0.86 -1.46
C -2.78846 6.59508 -0.08834 1.40 3.12 0.48 -0.92
C 4.65256 -3.34345 2.27866 0.73 1.03 0.17 -0.69
C 4.26143 -6.62967 4.24265 -0.99 1.47 0.96 -1.63
C -8.11083 -2.62838 0.07005 0.75 0.30 -1.78 1.24
C -4.44098 -3.13189 0.71094 0.36 1.08 -1.22 -2.15
C -3.35868 6.17415 -1.37644 -1.34 -0.64 1.32 -0.75
C 2.87279 -6.01328 -4.20056 -0.91 0.38 0.59 -1.88
C 1.32956 -2.87497 -6.07076 0.46 -0.81 1.11 -0.81
H 2.06238 -6.35888 -3.55877 0.09 -0.37 0.05 0.40
H 4.68793 3.31407 0.13256 1.06 -0.03 0.21 0.51
H -5.15352 5.06234 -0.61728 0.39 0.18 0.68 0.43
H 0.91611 2.60733 -0.21888 0.35 0.00 -0.47 0.42
H -8.25097 -0.98062 -1.46754 0.05 0.23 0.37 0.39
H -1.93589 8.07814 2.09346 0.33 1.43 -0.17 0.46
H -2.05693 0.39079 4.14262 -0.21 1.13 -0.11 0.45
H 6.24665 -5.92751 6.04889 -0.40 -0.59 0.47 0.48
H 3.30857 2.65813 0.43097 -0.80 -1.35 -0.47 0.35
H -2.55109 2.37109 -1.32489 0.06 0.48 0.43 0.35
H 3.93034 -0.30065 -0.85755 0.61 -0.12 -0.32 -0.40
H 5.21001 -2.44685 2.54967 -0.14 0.22 0.65 0.40
H -7.47727 6.15152 -0.94358 -0.15 0.28 -0.08 0.37
H -5.02363 9.76616 0.17400 -0.48 1.34 0.01 0.40
H -3.00287 7.10323 2.62141 -1.32 -1.05 -0.93 0.34
H 4.39049 -6.86514 3.18624 0.62 -0.17 0.20 0.31
H 1.91928 -3.91776 1.63749 0.28 0.55 0.15 0.29
H 3.17901 -6.68039 4.36048 -0.23 0.38 0.22 0.37
H -4.68581 -3.41804 1.73381 -0.16 0.11 -0.24 0.45
H 3.32514 -1.21387 -4.70850 -0.52 -0.73 -0.42 0.32
H 2.73430 -0.32753 -3.46194 -0.10 0.07 0.78 0.50
H 0.35806 3.91989 1.91616 0.42 -0.37 0.81 0.31
H -4.21558 -2.06713 0.65115 0.51 0.01 0.44 0.49
H -0.21934 -2.27080 -4.68013 -0.02 -0.09 0.05 0.60
H 0.43731 -2.74450 -6.68310 0.31 -0.83 -0.69 0.43
H -3.14321 1.49905 0.16214 -0.47 0.15 -0.34 0.59
H 7.03241 -0.78081 -2.15976 0.27 0.12 -0.03 0.40
H -5.20229 5.70564 -2.16876 -0.91 0.41 -0.08 0.52
H 0.71740 0.91807 -0.74703 -0.29 -0.32 1.01 -0.12
H -6.44913 -0.56484 -0.31447 0.05 0.42 -0.31 0.35
H -8.67236 -0.94766 1.47942 0.25 -0.19 -0.24 0.31
H 3.49606 -1.32041 3.58619 0.10 -0.04 0.09 0.41
H 5.88097 -4.34145 6.52381 -0.09 0.70 -0.89 0.36
H 5.69288 0.83237 2.39121 -0.42 -0.57 0.64 0.50
H 3.16427 -2.94540 6.05182 0.70 0.27 -0.46 0.31
H -2.80341 5.25879 -1.58112 -0.44 -0.15 -0.93 0.32
H 3.26658 -0.16611 0.62389 0.02 0.27 0.74 0.27
H 4.36197 -3.08305 1.26090 -0.65 -0.32 -0.03 0.35
H 1.40058 0.45349 2.92861 0.44 0.09 -0.30 -0.14
H 3.75046 -1.79652 -3.15039 -0.22 0.28 0.39 0.48
H 6.23680 3.48784 -1.98693 -0.09 -0.10 0.38 0.33
H 1.71763 -4.31525 -1.56170 -0.29 -0.04 -0.23 0.29
H -5.47062 -3.83153 -2.30524 -0.05 0.13 -0.46 0.36
H 1.97582 -1.98566 4.20120 0.14 -0.52 0.25 0.62
H 6.69144 -5.81557 3.48527 -0.39 -0.58 0.33 0.41
H 3.65461 3.31467 -2.09926 0.50 0.77 0.35 0.57
H 5.82079 2.27430 -3.18728 -0.30 0.69 -0.35 0.44
H -8.89099 -2.59630 2.11595 1.31 0.01 0.34 0.42
H -3.59294 -3.70930 0.34281 0.14 -0.01 0.12 0.46
H -8.69341 -4.53191 1.04521 0.01 0.27 0.19 0.41
H -3.14460 6.98618 -2.07133 -0.17 -0.44 -0.48 0.37
H -6.12801 9.12480 -1.70983 -0.17 -0.10 0.03 0.34
H 2.86531 -6.59099 -5.12484 -0.23 0.24 -0.17 0.41
H 8.66885 1.26811 -0.75128 -0.08 -0.15 -0.34 0.34
H 4.00648 1.44677 2.37931 0.12 -0.02 -0.27 0.14
H -0.05338 2.07086 -1.64635 -0.24 0.75 0.07 0.52
H 3.84177 -6.22866 -3.75024 -0.21 0.27 0.34 0.39
H -1.77501 -0.52534 1.00708 -0.12 -0.47 0.05 0.21
H 2.28791 -4.85407 -6.49279 -0.42 0.07 -0.40 0.51
H 5.14840 -5.20170 1.57531 0.38 -0.85 0.23 0.35
H 4.70981 -1.13962 0.51663 0.44 0.41 -0.09 0.18
H -7.65964 7.72845 -0.03663 -0.21 0.05 -0.55 0.38
H -2.42386 3.62260 1.09414 -0.52 -0.91 -0.23 0.62
H -4.17829 -2.84321 -1.71920 0.17 0.15 -0.42 0.44
H -1.21403 4.10920 0.05832 0.58 0.09 -0.10 0.57
H 1.31427 2.05878 3.67202 0.82 0.13 -0.17 0.38
H -9.62291 -2.03254 -1.44840 -0.06 -0.17 -0.24 0.46
H -8.07001 -2.48415 -2.24243 -0.08 -0.60 0.27 0.35
H 7.44661 0.42995 1.23588 0.14 0.24 0.02 0.41
H -5.32500 -5.54578 -0.10959 0.54 0.46 -1.14 0.55
H -0.83155 -0.61094 3.85448 0.83 -0.11 -0.80 0.36
H 1.44275 1.92034 1.84665 0.11 -0.06 0.28 0.10
H -1.75366 9.14578 -0.33405 0.12 -0.05 -0.40 0.46
H 4.94941 -4.52274 -5.14810 -0.82 -0.59 -1.32 0.45
H -9.27451 -4.15664 -0.59223 -0.61 -0.47 0.40 0.39
H -10.00594 -2.04969 1.21949 -0.32 0.26 -1.54 0.43
H -2.16763 2.65239 3.31267 -0.02 0.17 -0.05 0.43
H 6.71557 -4.23202 4.04734 -0.13 0.53 -0.03 0.43
H 0.08802 -2.60576 -2.03544 0.17 -0.22 0.02 0.52
H 5.50805 2.45569 2.18165 -0.50 0.52 -0.44 0.45
H 2.59537 -5.34630 2.30580 0.37 -0.12 0.09 0.40
H -0.94185 4.83114 2.56510 -0.48 0.13 -0.43 0.38
H 8.59245 1.60250 -2.49199 0.41 0.10 -0.06 0.43
H 8.32523 2.87984 -1.30344 -0.73 0.07 -0.08 0.34
H -7.65302 -6.10577 -0.67555 -0.27 0.10 0.56 0.39
H -0.02536 -1.04816 -2.71855 0.08 0.11 -0.54 0.54
H 6.66435 -4.33824 1.78355 -0.40 0.87 -0.73 0.31
H -3.25605 9.12261 -1.32221 0.17 0.77 -0.03 0.41
H -0.45696 0.66156 4.90111 -0.15 0.46 0.08 0.42
H -6.07601 -4.81027 1.11127 -0.44 0.45 0.26 0.49
H -2.59121 5.83167 0.66425 -0.95 0.09 0.13 -0.06
H 2.13146 -2.31157 -6.54787 0.19 -0.20 -0.02 0.31
H 4.60208 -7.36766 4.96889 0.54 -0.19 -0.51 0.43
H 3.74799 1.71690 -2.26507 0.13 -0.86 0.46 -0.45
H 6.44230 0.18182 -3.52652 0.11 0.09 0.00 0.48
H -2.98748 10.15813 0.21998 -0.64 0.05 -0.27 0.52
H -4.85750 8.20338 -2.53029 0.72 0.23 0.70 0.39
H 1.00825 -1.12707 -5.29460 -0.64 0.80 1.04 0.29
H 1.51618 -4.42269 3.28006 -0.34 -0.01 -0.07 0.47
H -2.21324 0.72094 -1.12418 0.32 -0.29 0.27 0.32
H 1.14177 -1.27987 -1.52835 0.63 -0.44 0.01 0.16
H 2.21033 -1.86110 2.51036 0.18 0.10 -0.17 0.22
H -6.32859 7.56965 -2.59421 -0.89 0.34 0.05 0.50
H -0.69187 2.97680 4.25257 -0.04 0.23 -0.03 0.56
H -5.69018 -2.08052 -2.18594 -0.25 -0.01 0.53 0.26
H -7.07368 6.36755 0.76344 0.47 -0.33 -0.03 0.46
H 4.59652 -5.39560 6.76645 0.25 -0.86 0.03 0.42
H -3.64214 8.68333 2.51135 0.55 0.47 -0.07 0.36
H -1.78397 6.93512 -0.34029 0.59 -0.16 0.18 0.59
H 0.79219 -4.82070 -5.47886 0.09 -0.52 -0.08 0.36
H 4.12125 -2.93392 -5.12209 0.28 -0.34 -0.15 0.29
H -7.28742 -4.67260 -1.57015 -0.36 -0.32 -0.61 0.25
H 4.75815 -3.86858 -3.77466 -0.97 0.46 0.97 0.40
H 5.36026 -0.45268 -2.28308 -0.10 0.55 0.08 -0.04